Entry 1:
C27H29BIrN3O4 | wB97M-V/def2-TZVPD

* multiplicity: 2
* gap between HOMO and LUMO (spin up / spin down): 7.0496 / 4.8671 eV
* M: 662.6 g/mol
* HOMO (spin up / spin down): -10.5429 / -10.4278 eV
* total charge: +1
* energy above the lowest of the compared OMol25 structures with the same formula, charge and spin: 0.0 kcal/mol

```
65
Properties=species:S:1:pos:R:3:nbo_charge:R:1
Ir 0.26937 -0.02539 -0.03214 1.00
C -2.35066 -0.60070 -1.98512 -0.41
N -0.91149 -0.41761 -2.23094 -0.42
C -0.36752 -1.67283 -2.81604 -0.23
C 1.11441 -1.88774 -2.55730 -0.42
C 1.36666 -2.60312 -1.23383 -0.25
N 0.64968 -1.97528 -0.12810 -0.41
C 0.44952 -2.70437 0.94612 0.16
C -0.60288 -2.56095 1.87218 -0.14
C -0.69032 -3.45741 2.95980 -0.16
C -1.75598 -3.44556 3.81284 -0.18
C -2.81731 -2.52296 3.62288 -0.14
C -2.76162 -1.60114 2.62523 -0.26
C -1.65946 -1.56125 1.71783 0.46
O -1.64354 -0.70471 0.78958 -0.63
C -0.67671 0.74471 -3.12883 -0.23
C -0.19807 2.01370 -2.45960 -0.43
C -0.95490 2.45828 -1.21762 -0.23
N -0.40949 1.90551 0.02004 -0.47
C -0.40732 2.69116 1.03830 0.22
C -0.05443 2.43581 2.38088 -0.29
C -0.29438 3.46179 3.32334 -0.12
C 0.04833 3.33325 4.63741 -0.27
C 0.66691 2.14815 5.06901 -0.14
C 0.89883 1.12837 4.18492 -0.29
C 0.52879 1.22451 2.82124 0.48
O 0.75410 0.19609 2.05931 -0.68
H -2.85690 -0.90027 -2.90809 0.20
H -2.79478 0.31836 -1.61538 0.21
H -2.49788 -1.36793 -1.23188 0.23
H -0.56128 -1.67498 -3.89296 0.21
H -0.91658 -2.50987 -2.38006 0.21
H 1.63145 -0.92992 -2.58081 0.23
H 1.53550 -2.51594 -3.34309 0.24
H 2.44277 -2.60678 -1.03775 0.25
H 1.03521 -3.64064 -1.32029 0.20
H 1.12357 -3.54658 1.10882 0.20
H 0.10273 -4.18137 3.10137 0.23
H -1.79647 -4.15036 4.63135 0.23
H -3.67469 -2.54711 4.28181 0.23
H -3.57052 -0.90533 2.44901 0.24
H -1.59488 0.95865 -3.68464 0.20
H 0.08860 0.47101 -3.85674 0.22
H -0.25610 2.81409 -3.20001 0.24
H 0.85128 1.90466 -2.20057 0.24
H -2.00513 2.15867 -1.27234 0.20
H -0.93961 3.54853 -1.17789 0.21
H -0.73017 3.71820 0.86271 0.19
H -0.77688 4.37195 2.98562 0.21
H -0.14512 4.13874 5.33128 0.23
H 0.95886 2.04469 6.10575 0.23
H 1.38458 0.20978 4.48779 0.22
O 3.25568 -0.23386 -1.05544 -0.70
B 2.22265 0.54804 -0.55158 0.87
O 2.51878 1.89618 -0.77604 -0.68
C 3.70204 1.92771 -1.47822 0.21
C 4.35787 3.00650 -2.02509 -0.24
C 5.51653 2.73270 -2.74681 -0.21
C 5.96870 1.42963 -2.92016 -0.21
C 5.28711 0.34356 -2.37745 -0.26
C 4.15488 0.62710 -1.64933 0.27
H 3.98531 4.01430 -1.90557 0.23
H 6.06945 3.54820 -3.19191 0.23
H 6.86517 1.25616 -3.49910 0.23
H 5.62491 -0.67100 -2.53757 0.23
```


Entry 2:
C13H46N14O13 | wB97M-V/def2-TZVPD

* gap between HOMO and LUMO: 9.8240 eV
* M: 606.6 g/mol
* HOMO: -9.5963 eV
* SMILES: NC(N)=O.NC(N)=O.NC(N)=O.NC(N)=O.NC(N)=O.NC(N)=O.NC(N)=O.OCCO.OCCO.OCCO
* energy above the lowest of the compared OMol25 structures with the same formula, charge and spin: 61.6 kcal/mol

```
86
Properties=species:S:1:pos:R:3:lowdin_charge:R:1
N 18.19728 12.64744 12.20024 0.10
C 17.18850 13.63004 12.67954 -0.69
N 16.17963 13.81629 11.86030 0.18
O 17.33876 14.16176 13.71076 0.10
H 18.29841 12.89883 11.23746 0.06
H 18.99733 12.94922 12.76724 0.10
H 15.83117 12.99038 11.34959 0.08
H 15.42048 14.42058 12.13785 0.12
N 16.93605 9.92682 13.60195 0.16
C 17.07742 9.16362 12.51010 -0.65
N 17.98243 9.67248 11.51007 0.13
O 16.36956 8.16057 12.36676 -0.03
H 16.34625 9.78376 14.40762 0.12
H 17.56176 10.73184 13.70692 0.09
H 18.37264 9.07139 10.79700 0.09
H 18.52548 10.49770 11.67862 0.03
N 13.89964 17.18557 9.32949 0.10
C 13.27737 16.14906 10.12004 -0.65
N 13.46257 14.84234 9.69554 0.14
O 12.59305 16.41611 11.06195 0.04
H 14.01344 17.02972 8.31929 0.08
H 13.71601 18.15481 9.60526 0.09
H 13.05286 13.99500 10.12973 0.09
H 14.23873 14.58430 9.09213 0.05
N 9.32035 7.26676 9.13514 0.17
C 8.10669 7.19450 9.82759 -0.57
N 6.93513 7.05779 8.99180 0.12
O 7.95839 7.08475 11.04117 0.02
H 9.31633 7.60412 8.17906 0.10
H 10.23424 7.19420 9.60148 0.08
H 5.99627 7.16611 9.37959 0.10
H 7.21688 7.66735 8.24034 0.07
N 16.30783 13.46775 8.54766 0.15
C 16.57113 12.66578 7.43433 -0.63
N 17.69075 12.96354 6.63941 0.12
O 15.86270 11.79674 6.96742 0.03
H 15.68563 12.94520 9.17986 0.04
H 16.99208 14.09969 8.95965 0.10
H 18.14936 13.83841 6.69183 0.06
H 17.76696 12.53586 5.72174 0.10
N 14.00406 6.08116 10.87368 0.17
C 12.89973 6.82154 11.27495 -0.58
N 12.48356 6.59023 12.58172 0.18
O 12.22417 7.53011 10.49103 -0.06
H 14.41264 6.00352 9.95601 0.11
H 14.64795 5.81963 11.62075 0.10
H 11.58150 6.95290 12.92456 0.09
H 13.05558 5.98498 13.14341 0.10
N 14.18648 9.75192 10.89961 0.19
C 13.61476 10.97024 10.55363 -0.47
N 12.24128 10.78300 10.46655 0.18
O 14.22722 12.06518 10.18376 -0.09
H 13.66938 9.09752 11.41741 0.05
H 15.13062 9.52590 10.58492 0.11
H 11.53394 11.46260 10.26933 0.09
H 12.06568 9.80846 10.45511 0.05
O 10.54535 11.32337 13.15826 -0.08
C 10.53512 9.92263 13.46847 -0.22
C 9.67120 9.05739 12.47793 -0.22
O 9.69185 7.76169 13.11361 -0.11
H 10.81408 11.37280 12.21908 0.05
H 11.55482 9.47686 13.56104 0.11
H 10.07407 9.81950 14.46564 0.12
H 10.26143 8.96644 11.58388 0.07
H 8.68249 9.39274 12.34786 0.11
H 9.22578 7.28854 12.39832 0.04
O 12.82987 8.86098 8.16689 -0.11
C 13.90035 8.62315 7.29025 -0.25
C 13.56234 7.68552 6.20562 -0.27
O 12.64134 8.20721 5.26274 -0.07
H 12.66578 8.10347 8.75127 0.05
H 14.18062 9.61660 6.87734 0.12
H 14.74512 8.18482 7.85266 0.13
H 13.14755 6.77950 6.65388 0.11
H 14.47262 7.38219 5.66107 0.12
H 12.31463 9.05577 5.63530 0.05
O 11.32899 10.50676 6.55799 -0.10
C 12.11048 11.73468 6.83715 -0.18
C 11.19145 12.85071 7.25847 -0.27
O 10.46219 12.60940 8.42217 -0.06
H 11.32154 9.98127 7.35533 0.04
H 12.85841 11.46729 7.55461 0.09
H 12.65486 11.96154 5.93496 0.12
H 10.62710 13.04856 6.37947 0.11
H 11.77967 13.76388 7.44812 0.12
H 9.56247 12.35676 8.10503 0.12
```


Entry 3:
C8H8N2O2 | wB97M-V/def2-TZVPD

* gap between HOMO and LUMO: 9.3931 eV
* M: 164.2 g/mol
* HOMO: -10.0377 eV
* energy above the lowest of the compared OMol25 structures with the same formula, charge and spin: 66.7 kcal/mol

```
20
Properties=species:S:1:pos:R:3:nbo_charge:R:1
C -2.54467 0.50524 0.35173 0.29
C 1.93723 1.83303 0.33851 -0.26
C 0.63983 2.03320 0.46223 -0.18
C 2.23572 0.36604 0.11456 0.67
C -1.07453 -1.38461 -0.03086 -0.38
C 0.47596 -1.37672 -0.50337 -0.20
C -1.17326 -0.02521 0.66596 -0.37
C 0.01460 0.73790 0.10974 0.47
N -3.55753 0.97411 0.05872 -0.30
N 0.99890 -0.18414 -0.10250 -0.49
O 3.26221 -0.20317 0.20152 -0.53
O -0.66045 1.16311 -1.64231 -0.83
H 2.67414 2.62524 0.39044 0.24
H 0.05213 2.92862 0.59258 0.25
H -1.67902 -1.31034 -0.89959 0.25
H -1.25443 -2.33171 0.51146 0.24
H 1.07513 -2.25474 -0.25127 0.23
H 0.48198 -1.31250 -1.64847 0.20
H -1.19612 0.18889 1.77808 0.27
H 0.16946 0.94707 -2.02838 0.43
```


Question: Which formula does entry 2 have?
Answer: C13H46N14O13


Question: Which of these has the lowest M?
Answer: C8H8N2O2


Question: What is the formula in the second record?
Answer: C13H46N14O13


Question: What is the energy above the lowest of the compared OMol25 structures with the same formula, charge and spin in the second record?
Answer: 61.6 kcal/mol